# 1
ORCA calculation (ωB97M-V with the def2-TZVPD basis set) on C18H20BrNO4 in the gas phase.

The calculated total energy is -3627.591767 a.u. As for the energy above the lowest of the compared OMol25 structures with the same formula, charge and spin: 27.6 kcal/mol. The calculation puts the HOMO energy at -0.273 Eh.

Element x y z (Å)
C -2.08 -2.89 1.54
C -3.38 -2.33 0.97
O -3.26 -1.80 -0.35
C -2.41 -0.72 -0.47
C -2.81 0.55 -0.08
Br -4.61 0.80 0.50
C -1.97 1.65 -0.11
C -0.67 1.49 -0.58
C 0.30 2.65 -0.56
N 1.40 2.43 0.36
C 2.48 1.63 0.04
C 3.04 1.57 -1.24
C 4.18 0.83 -1.48
C 4.80 0.13 -0.46
C 4.24 0.15 0.82
C 3.10 0.90 1.06
O 4.78 -0.55 1.87
C 5.72 -1.52 1.46
C 6.67 -0.93 0.41
O 5.95 -0.57 -0.74
C -0.27 0.25 -1.04
C -1.12 -0.86 -1.02
O -0.60 -2.00 -1.54
C -1.46 -2.97 -2.09
H -1.32 -2.12 1.59
H -2.27 -3.26 2.54
H -1.71 -3.71 0.93
H -4.13 -3.11 0.87
H -3.77 -1.56 1.65
H -2.33 2.61 0.21
H 0.70 2.82 -1.56
H -0.22 3.56 -0.24
H 1.08 2.29 1.31
H 2.59 2.11 -2.05
H 4.61 0.80 -2.46
H 2.70 0.91 2.06
H 6.26 -1.83 2.36
H 5.21 -2.39 1.02
H 7.42 -1.66 0.10
H 7.17 -0.05 0.84
H 0.72 0.11 -1.44
H -0.83 -3.56 -2.77
H -1.88 -3.63 -1.33
H -2.27 -2.51 -2.65

Löwdin atomic charge list, values in e, 2 entries: number 1, C, carries -0.055; number 2, C, carries -0.250


# 2
ORCA calculation (ωB97M-V with the def2-TZVPD basis set) on a molecular structure, C18H20CaN3O2S at a distorted geometry.

As for the total charge: +1. The calculated total energy is -2088.328908 a.u. As for the energy above the lowest of the compared OMol25 structures with the same formula, charge and spin: 19.6 kcal/mol. The calculation puts the HOMO energy at -0.389 Eh.

Element x y z (Å)
Ca -0.08 -0.30 0.28
C -1.19 4.06 0.23
C -1.18 2.56 0.22
N -0.10 1.86 0.23
N 1.13 2.39 0.24
C 2.08 1.47 0.03
O 1.83 0.24 -0.25
C 3.48 1.93 0.12
C 3.78 3.29 0.20
C 5.10 3.70 0.27
C 6.12 2.76 0.27
C 5.82 1.40 0.20
C 4.50 0.99 0.11
C -2.43 1.79 0.24
C -3.68 2.41 0.20
C -4.83 1.65 0.25
C -4.72 0.27 0.34
C -3.45 -0.28 0.35
N -2.34 0.44 0.30
H -0.17 4.42 0.24
H -1.71 4.43 1.11
H -1.70 4.46 -0.65
H 2.98 4.01 0.21
H 5.35 4.75 0.33
H 7.16 3.08 0.32
H 6.62 0.67 0.20
H 4.25 -0.06 0.05
H -3.75 3.49 0.14
H -5.80 2.12 0.23
H -5.59 -0.37 0.39
H -3.32 -1.36 0.42
O -0.32 -2.26 0.87
S -1.37 -3.35 0.76
C -0.44 -4.92 0.69
C -0.92 -5.66 -0.55
C -1.03 -4.59 -1.64
C -1.84 -3.46 -1.02
H -0.59 -5.47 1.62
H 0.60 -4.62 0.60
H -1.90 -6.12 -0.37
H -0.24 -6.46 -0.82
H -1.51 -4.96 -2.55
H -0.03 -4.24 -1.91
H -2.91 -3.68 -1.03
H -1.66 -2.48 -1.47

Löwdin atomic charge list, values in e, 2 entries: number 1, Ca, carries 1.508; number 2, C, carries -0.013


# 3
ORCA calculation (ωB97M-V with the def2-TZVPD basis set) on a molecular structure, C18H20Cl5FeOSb2.

As for the total charge: +1. The calculated total energy is -4817.900754 a.u. As for the energy above the lowest of the compared OMol25 structures with the same formula, charge and spin: 92.6 kcal/mol. The spin multiplicity is 5. The calculation puts the HOMO energy (spin up / spin down) at -0.425 / -0.429 Eh.

Element x y z (Å)
Fe 1.14 -1.70 -0.13
Cl -4.34 -1.95 -1.65
C -3.92 -1.81 0.02
C -3.60 -0.66 0.60
Cl -3.82 2.63 -0.23
C -1.29 -1.32 -0.75
Cl 0.02 -1.06 -2.06
C -1.14 -2.54 -0.09
O 0.01 -3.20 -0.14
C -2.19 -3.27 0.72
Cl -1.58 -4.62 1.60
C -3.51 -3.05 0.69
Cl -4.68 -4.09 1.38
C 5.19 0.00 1.06
Sb 3.73 -0.77 -0.28
C 3.33 -2.53 0.96
C 2.01 0.40 0.65
C 1.56 1.57 -0.19
C 2.53 2.24 -0.93
C 2.22 3.34 -1.71
C 0.91 3.80 -1.76
C -0.05 3.16 -1.02
C 0.24 2.04 -0.23
C -0.90 1.47 0.58
Sb -2.48 0.63 -0.62
C -2.55 0.91 -2.70
C -3.37 -0.50 2.07
H 4.83 0.04 2.08
H 5.50 0.99 0.73
H 6.05 -0.67 1.00
H 3.13 -2.25 1.99
H 4.26 -3.10 0.91
H 2.56 -3.24 0.62
H 2.55 0.72 1.55
H 1.14 -0.10 1.13
H 3.56 1.92 -0.90
H 3.00 3.84 -2.28
H 0.66 4.67 -2.36
H -1.07 3.53 -1.02
H -1.40 2.26 1.13
H -0.61 0.69 1.28
H -3.46 1.46 -2.90
H -2.54 -0.05 -3.19
H -1.68 1.50 -2.98
H -3.81 0.44 2.40
H -2.31 -0.47 2.33
H -3.84 -1.31 2.63

Löwdin atomic charge list, values in e, 2 entries: number 1, Fe, carries 0.505; number 2, Cl, carries 0.768


# 4
ORCA calculation (ωB97M-V with the def2-TZVPD basis set) on a molecular structure, C18H20ClCsN4O5S2 at a distorted geometry.

The calculated total energy is -2569.949502 a.u. As for the energy above the lowest of the compared OMol25 structures with the same formula, charge and spin: 8.2 kcal/mol. The calculation puts the HOMO energy at -0.329 Eh.

Element x y z (Å)
Cs 0.49 -0.51 0.54
O 2.97 3.07 -3.31
C 1.88 3.74 -3.66
O 1.92 4.66 -4.43
C 0.60 3.30 -3.03
C -0.54 4.06 -2.93
Cl -0.90 5.59 -3.57
N -1.46 3.33 -2.24
N -0.97 2.12 -1.92
C 0.26 2.09 -2.39
C 1.10 0.88 -2.09
O 2.28 1.09 -1.74
O 0.51 -0.23 -2.05
C -2.78 3.68 -1.82
C -3.80 2.77 -2.05
C -5.08 3.07 -1.61
C -5.33 4.28 -0.97
C -4.30 5.18 -0.74
C -3.01 4.88 -1.15
H 2.77 2.35 -2.63
H -3.57 1.85 -2.56
H -5.89 2.38 -1.79
H -6.33 4.51 -0.64
H -4.50 6.10 -0.22
H -2.19 5.55 -0.96
S -0.33 -0.08 3.98
C -1.57 -1.08 3.54
N -2.83 -0.70 3.29
C -3.85 -1.74 3.23
C -3.12 -2.98 2.74
S -1.44 -2.82 3.42
H -3.06 0.28 3.38
H -4.64 -1.45 2.54
H -4.28 -1.89 4.22
H -3.03 -3.00 1.66
H -3.58 -3.90 3.11
C -1.55 -4.45 -1.09
N -2.02 -3.31 -1.87
C -2.17 -3.43 -3.31
C -2.21 -2.15 -1.21
C -2.68 -0.94 -1.97
O -2.03 -2.10 0.01
H -1.30 -5.26 -1.76
H -2.32 -4.79 -0.39
H -0.67 -4.18 -0.51
H -1.94 -4.46 -3.60
H -1.48 -2.77 -3.84
H -3.19 -3.21 -3.63
H -3.05 -1.15 -2.96
H -1.83 -0.26 -2.05
H -3.45 -0.46 -1.36

Löwdin atomic charge list, values in e, 2 entries: number 1, Cs, carries 1.185; number 2, O, carries 0.120


# 5
ORCA calculation (ωB97M-V with the def2-TZVPD basis set) on C18H20ClFN4O2 in the gas phase.

The calculated total energy is -1627.430534 a.u. As for the energy above the lowest of the compared OMol25 structures with the same formula, charge and spin: 0.6 kcal/mol. The calculation puts the HOMO energy at -0.318 Eh.

Element x y z (Å)
C 7.93 -1.81 -2.58
O 7.51 -1.13 -1.40
C 6.30 -0.55 -1.45
C 5.87 0.13 -0.26
C 4.68 0.75 -0.25
C 3.84 0.70 -1.44
N 2.64 1.16 -1.63
C 2.06 2.01 -0.71
O 2.66 2.67 0.12
C 0.56 2.10 -0.85
C -0.10 0.75 -0.62
C -0.02 0.13 0.79
N -1.42 -0.30 0.64
C -2.26 -0.19 1.81
C -3.69 -0.58 1.50
C -3.93 -1.57 0.56
C -5.22 -1.96 0.24
C -6.27 -1.35 0.89
F -7.53 -1.74 0.57
C -6.11 -0.36 1.84
C -7.28 0.28 2.52
C -4.79 0.00 2.13
Cl -4.55 1.22 3.34
C -1.63 0.70 -0.43
N 4.39 0.01 -2.47
N 5.59 -0.61 -2.52
H 8.91 -2.21 -2.35
H 7.24 -2.61 -2.83
H 7.99 -1.12 -3.42
H 6.53 0.13 0.59
H 4.30 1.29 0.60
H 0.20 2.83 -0.12
H 0.32 2.46 -1.85
H 0.23 0.04 -1.38
H 0.70 -0.68 0.96
H 0.11 0.90 1.56
H -1.86 -0.87 2.58
H -2.23 0.82 2.23
H -3.08 -2.02 0.06
H -5.42 -2.73 -0.49
H -7.30 1.35 2.34
H -8.22 -0.15 2.16
H -7.23 0.14 3.60
H -2.02 1.65 -0.03
H -2.25 0.37 -1.26
H 3.84 -0.06 -3.31

Löwdin atomic charge list, values in e, 2 entries: number 1, C, carries -0.063; number 2, O, carries -0.059


# 6
ORCA calculation (ωB97M-V with the def2-TZVPD basis set) on C18H20ClFN4O3 in the gas phase at a distorted geometry.

The calculated total energy is -1702.702734 a.u. The calculation puts the HOMO energy at -0.318 Eh.

Element x y z (Å)
C 2.74 0.93 2.11
N 3.12 0.81 0.72
C 4.07 -0.25 0.44
C 3.33 -1.53 0.26
C 2.95 -2.14 -0.96
C 2.21 -3.21 -0.56
O 2.14 -3.24 0.78
N 2.83 -2.19 1.28
C 2.48 1.35 -0.34
O 2.86 1.14 -1.48
C 1.27 2.23 -0.09
C 0.05 1.36 0.31
C -1.20 2.20 0.05
O -1.60 3.03 0.85
N -1.79 2.02 -1.15
C -1.52 0.97 -2.11
C -0.20 0.25 -1.80
N 0.08 0.09 -0.39
C -0.59 -1.00 0.29
C -2.09 -0.88 0.43
C -2.67 -0.07 1.40
C -4.04 0.10 1.47
C -4.87 -0.55 0.58
Cl -6.58 -0.35 0.65
C -4.30 -1.38 -0.38
F -5.08 -2.04 -1.26
C -2.93 -1.54 -0.46
H 2.24 0.01 2.44
H 2.08 1.78 2.27
H 3.64 1.07 2.71
H 4.77 -0.32 1.28
H 4.60 0.00 -0.48
H 3.20 -1.82 -1.95
H 1.71 -4.00 -1.09
H 1.45 2.99 0.68
H 1.06 2.76 -1.03
H 0.10 1.16 1.38
H -2.62 2.57 -1.31
H -2.35 0.26 -2.10
H -1.46 1.41 -3.11
H 0.64 0.80 -2.22
H -0.21 -0.74 -2.26
H -0.36 -1.91 -0.26
H -0.15 -1.09 1.29
H -2.05 0.44 2.12
H -4.47 0.74 2.23
H -2.53 -2.20 -1.22

Löwdin atomic charge list, values in e, 2 entries: number 1, C, carries -0.037; number 2, N, carries -0.083


# 7
ORCA calculation (ωB97M-V with the def2-TZVPD basis set) on C18H20FN3O in the gas phase.

The calculated total energy is -1037.286774 a.u. As for the energy above the lowest of the compared OMol25 structures with the same formula, charge and spin: 13.6 kcal/mol. The calculation puts the HOMO energy at -0.278 Eh.

Element x y z (Å)
O 1.88 1.13 -1.72
C 2.23 1.47 -0.61
C 1.88 2.85 -0.02
N 0.56 2.98 0.56
C -0.56 3.17 -0.35
C -1.14 1.85 -0.87
N -1.53 1.02 0.25
C -2.58 0.12 0.13
C -3.79 0.54 -0.42
C -4.88 -0.30 -0.51
C -4.76 -1.59 -0.03
F -5.83 -2.43 -0.10
C -3.58 -2.05 0.53
C -2.50 -1.20 0.60
C -0.40 0.72 1.09
C 0.20 2.04 1.60
N 2.95 0.69 0.24
C 3.42 -0.62 0.07
C 4.17 -1.17 1.10
C 4.66 -2.46 0.99
C 4.41 -3.21 -0.15
C 3.66 -2.66 -1.17
C 3.16 -1.37 -1.07
H 1.96 3.58 -0.83
H 2.60 3.11 0.76
H -0.23 3.78 -1.19
H -1.33 3.70 0.20
H -2.01 2.06 -1.50
H -0.39 1.33 -1.49
H -3.90 1.56 -0.77
H -5.81 0.03 -0.93
H -3.51 -3.06 0.89
H -1.57 -1.57 1.01
H -0.73 0.14 1.96
H 0.36 0.13 0.55
H 1.07 1.85 2.23
H -0.56 2.53 2.22
H 3.21 1.11 1.13
H 4.38 -0.59 1.99
H 5.25 -2.88 1.80
H 4.79 -4.21 -0.23
H 3.45 -3.23 -2.06
H 2.58 -0.94 -1.87

Löwdin atomic charge list, values in e, 2 entries: number 1, O, carries 0.061; number 2, C, carries -0.454


# 8
ORCA calculation (ωB97M-V with the def2-TZVPD basis set) on C18H20FN3OS in the gas phase at a distorted geometry.

The calculated total energy is -1434.857785 a.u. As for the energy above the lowest of the compared OMol25 structures with the same formula, charge and spin: 369.0 kcal/mol. The calculation puts the HOMO energy at -0.265 Eh.

Element x y z (Å)
C 3.97 -6.14 -3.44
O 4.27 -4.84 -3.17
C 3.67 -4.05 -2.43
C 2.49 -4.36 -2.00
C 1.97 -3.54 -0.98
C 2.60 -2.25 -0.69
N 1.73 -1.55 0.14
C 0.67 -1.69 0.82
C -0.74 -1.61 0.18
N -0.66 -0.21 -0.06
C -1.45 0.80 0.59
S -2.23 0.19 2.03
N -1.83 1.92 0.18
C -2.18 3.01 0.82
C -2.89 3.94 -0.19
C -3.28 5.02 0.55
C -3.36 5.28 1.89
F -4.00 6.39 2.39
C -2.61 4.38 2.76
C -2.43 3.12 2.02
C 0.25 0.19 -1.06
C 1.62 -0.01 -0.15
C 3.51 -2.01 -1.40
C 4.19 -2.91 -2.23
H 4.58 -6.52 -4.16
H 3.99 -6.84 -2.64
H 3.08 -6.12 -4.09
H 2.28 -5.54 -1.77
H 1.04 -3.75 -0.40
H 0.76 -2.87 1.40
H 0.74 -1.33 2.02
H -1.33 -1.81 1.14
H -0.71 -2.23 -0.59
H -1.69 1.92 -0.85
H -2.86 3.87 -1.14
H -3.75 5.86 -0.19
H -2.61 4.75 3.57
H -1.77 2.62 2.77
H 0.14 1.18 -1.05
H 0.16 -0.40 -1.97
H 2.52 0.35 -0.95
H 1.71 0.62 0.65
H 4.00 -1.17 -1.01
H 5.16 -2.51 -2.65

Löwdin atomic charge list, values in e, 2 entries: number 1, C, carries -0.085; number 2, O, carries -0.003


# 9
ORCA calculation (ωB97M-V with the def2-TZVPD basis set) on C18H20FNO2S in the gas phase.

The calculated total energy is -1401.211823 a.u. As for the energy above the lowest of the compared OMol25 structures with the same formula, charge and spin: 0.2 kcal/mol. The calculation puts the HOMO energy at -0.315 Eh.

Element x y z (Å)
C -3.17 -3.48 -1.39
O -2.59 -2.21 -1.25
C -3.11 -1.36 -0.32
C -4.16 -1.65 0.53
C -4.58 -0.69 1.45
C -3.96 0.54 1.52
C -2.90 0.84 0.68
C -2.22 2.18 0.80
N -1.31 2.49 -0.27
C -0.01 2.78 -0.06
O 0.48 2.83 1.05
C 0.79 3.05 -1.32
C 1.76 1.90 -1.57
S 0.89 0.33 -1.93
C 1.02 -0.52 -0.32
C 2.43 -0.86 0.05
C 3.40 -1.18 -0.89
C 4.69 -1.49 -0.51
C 5.05 -1.47 0.83
C 4.10 -1.15 1.79
C 2.81 -0.86 1.39
F 1.90 -0.57 2.34
C -2.48 -0.11 -0.24
H -3.09 -4.07 -0.47
H -4.23 -3.41 -1.68
H -2.61 -3.97 -2.18
H -4.67 -2.60 0.50
H -5.41 -0.92 2.11
H -4.29 1.27 2.25
H -1.63 2.20 1.72
H -2.99 2.96 0.88
H -1.67 2.42 -1.21
H 0.15 3.18 -2.19
H 1.37 3.96 -1.16
H 2.39 2.11 -2.43
H 2.39 1.72 -0.69
H 0.56 0.11 0.44
H 0.42 -1.42 -0.44
H 3.12 -1.19 -1.93
H 5.42 -1.74 -1.26
H 6.06 -1.69 1.13
H 4.35 -1.13 2.84
H -1.67 0.08 -0.92

Löwdin atomic charge list, values in e, 2 entries: number 1, C, carries -0.090; number 2, O, carries -0.087


# 10
ORCA calculation (ωB97M-V with the def2-TZVPD basis set) on a molecular structure, C18H20KN2O7P2S2 at a distorted geometry.

As for the total charge: -1. The calculated total energy is -3413.522102 a.u. The calculation puts the HOMO energy at -0.187 Eh.

Element x y z (Å)
K 0.17 0.27 -0.19
O 1.35 0.22 2.31
P 2.64 0.65 1.36
O 3.88 0.41 2.13
O 2.38 -0.03 0.04
O 2.41 2.25 1.20
P 1.49 2.92 -0.01
O 2.13 2.20 -1.31
O 1.72 4.38 -0.01
O 0.08 2.41 0.15
H 1.64 0.49 3.18
H 2.30 1.33 -0.88
S -2.75 -0.57 0.51
C -3.15 -2.10 0.04
N -4.44 -2.48 -0.17
C -4.74 -3.87 -0.39
C -3.84 -4.71 0.52
N -2.47 -4.40 0.23
C -1.54 -5.50 0.10
C -1.91 -6.35 -1.08
C -1.92 -5.79 -2.35
C -2.30 -6.54 -3.45
C -2.68 -7.86 -3.29
C -2.67 -8.43 -2.03
C -2.30 -7.68 -0.93
C -2.13 -3.14 -0.12
S -0.64 -2.76 -0.73
C -5.54 -1.56 -0.02
C -6.33 -1.89 1.21
C -5.71 -1.85 2.45
C -6.41 -2.20 3.60
C -7.74 -2.58 3.51
C -8.36 -2.62 2.27
C -7.66 -2.28 1.13
H -4.55 -4.15 -1.44
H -5.79 -4.04 -0.16
H -4.01 -5.78 0.34
H -4.08 -4.49 1.57
H -1.56 -6.09 1.02
H -0.54 -5.06 -0.03
H -1.62 -4.76 -2.47
H -2.30 -6.09 -4.43
H -2.96 -8.45 -4.15
H -2.96 -9.46 -1.90
H -2.29 -8.13 0.06
H -6.17 -1.61 -0.92
H -5.09 -0.56 0.05
H -4.67 -1.54 2.52
H -5.92 -2.16 4.56
H -8.29 -2.84 4.40
H -9.40 -2.91 2.20
H -8.15 -2.31 0.17

Löwdin atomic charge list, values in e, 2 entries: number 1, K, carries 0.717; number 2, O, carries -0.202